The following is a DFT calculation (ωB97M-V/def2-TZVPD) of C6H10 in the gas phase in a non-equilibrium geometry.

Last columns: bonded neighbours and bond lengths (Å).
Geometry (Å):
1 C 3.04 0.64 -0.15  C2 1.443, H7 1.090, H8 1.109, H9 1.100
2 C 1.67 0.25 0.06  C1 1.443, C3 1.205
3 C 0.50 0.08 -0.17  C2 1.205, C4 1.458
4 C -0.79 -0.50 0.21  C3 1.458, C5 1.521, C6 1.527, H10 1.099
5 C -1.58 -1.03 -0.98  C4 1.521, H11 1.094, H12 1.093, H13 1.095
6 C -1.56 0.54 1.01  C4 1.527, H14 1.095, H15 1.092, H16 1.096
7 H 3.69 1.00 0.65  C1 1.090
8 H 3.59 -0.11 -0.74  C1 1.109
9 H 2.59 1.54 -0.59  C1 1.100
10 H -0.53 -1.34 0.87  C4 1.099
11 H -1.85 -0.21 -1.65  C5 1.094
12 H -2.50 -1.50 -0.62  C5 1.093
13 H -1.01 -1.77 -1.55  C5 1.095
14 H -1.78 1.42 0.39  C6 1.095
15 H -2.50 0.11 1.36  C6 1.092
16 H -0.98 0.89 1.88  C6 1.096

Properties
**Relative energy (zero: lowest compared OMol25 entry of this formula, charge and spin)**: 2.254 eV
**Maximum force**: 0.046 hartree/bohr
**SMILES string**: CC#CC(C)C
**HOMO**: -9.04 eV
**E_tot**: -234.519694 hartree
**HOMO-LUMO gap**: 9.93 eV

The following is a DFT calculation (ωB97M-V/def2-TZVPD) of 10 unconnected molecules or ions with the total composition H19O10 in a non-equilibrium geometry.

Last columns: bonded neighbours and bond lengths (Å).
Geometry (Å):
1 O -1.07 -2.92 -1.41  H3 0.955, H12 0.972
2 H 2.26 2.46 -0.41  O22 0.954
3 H -1.19 -2.96 -0.46  O1 0.955
4 O 0.88 -0.40 -2.52  H5 0.962, H8 0.976
5 H 0.49 -1.17 -2.95  O4 0.962
6 H -1.13 0.30 -1.78  O27 0.968
7 O -2.16 -0.33 2.87  H9 0.963, H26 0.969
8 H 0.92 -0.78 -1.63  O4 0.976
9 H -2.32 -0.43 1.92  O7 0.963
10 O 1.66 -0.64 1.52  H15 1.129, H28 0.952
11 H 0.27 2.19 -1.74  O13 0.958
12 H -1.06 -1.96 -1.54  O1 0.972
13 O -0.42 2.41 -1.12  H11 0.958, H24 1.015
14 H -0.91 -0.17 0.72  O25 0.956
15 H 0.75 -0.06 1.18  O10 1.129
16 O 1.49 -2.57 -0.03  H17 1.011, H18 0.946
17 H 1.43 -1.96 0.77  O16 1.011
18 H 0.85 -3.24 -0.20  O16 0.946
19 O -0.83 3.21 1.67  H20 0.957, H29 0.962
20 H -1.16 2.95 2.53  O19 0.957
21 H 2.64 1.04 0.33  O22 0.960
22 O 2.92 1.89 0.00  H2 0.954, H21 0.960
23 H -1.89 -0.61 -2.73  O27 0.959
24 H -0.52 1.73 -0.37  O13 1.015
25 O -0.26 0.51 0.57  H14 0.956
26 H -1.36 0.21 2.81  O7 0.969
27 O -1.74 -0.46 -1.80  H6 0.968, H23 0.959
28 H 1.66 -0.82 2.46  O10 0.952
29 H -0.19 2.58 1.33  O19 0.962

Properties
**Net charge**: -1
**Relative energy (zero: lowest compared OMol25 entry of this formula, charge and spin)**: 1.171 eV
**Maximum force**: 0.033 hartree/bohr
**HOMO**: -6.56 eV
**E_tot**: -763.847375 hartree
**HOMO-LUMO gap**: 9.61 eV

The following is a DFT calculation (ωB97M-V/def2-TZVPD) of 2 unconnected molecules or ions with the total composition C2H3FS2 in a non-equilibrium geometry.

Last columns: bonded neighbours and bond lengths (Å).
Geometry (Å):
1 C -1.90 -0.22 -0.07  C2 1.194, F3 1.287
2 C -1.17 -0.73 -0.86  C1 1.194, H7 1.049
3 F -2.70 0.42 0.71  C1 1.287
4 S 2.01 0.75 0.27  S5 1.946, H6 1.390, H8 1.390
5 S 1.97 -1.19 0.14  S4 1.946
6 H 0.80 1.19 -0.27  S4 1.390
7 H -0.51 -1.29 -1.45  C2 1.049
8 H 1.50 1.07 1.53  S4 1.390

Properties
**Relative energy (zero: lowest compared OMol25 entry of this formula, charge and spin)**: 3.551 eV
**Maximum force**: 0.028 hartree/bohr
**HOMO**: -8.52 eV
**E_tot**: -974.088715 hartree
**HOMO-LUMO gap**: 8.67 eV

The following is a DFT calculation (ωB97M-V/def2-TZVPD) of 12 unconnected molecules or ions with the total composition C46H92O15S in a non-equilibrium geometry.

Last columns: bonded neighbours and bond lengths (Å).
Geometry (Å):
1 O -2.76 -2.46 -1.58  S2 1.460
2 S -3.09 -3.53 -2.53  O1 1.460, O3 1.444, O4 1.663, O7 1.706
3 O -2.98 -4.91 -2.14  S2 1.444
4 O -4.58 -3.23 -3.19  S2 1.663, C5 1.387
5 C -4.51 -2.26 -4.18  O4 1.387, C6 1.453, H8 1.090, H9 1.090
6 C -3.28 -2.46 -4.93  C5 1.453, O7 1.457, H10 1.090, H11 1.090
7 O -2.39 -3.19 -4.04  S2 1.706, C6 1.457
8 H -5.47 -2.26 -4.67  C5 1.090
9 H -4.46 -1.34 -3.60  C5 1.090
10 H -2.88 -1.51 -5.26  C6 1.090
11 H -3.44 -3.03 -5.85  C6 1.090
12 C -3.23 2.48 -3.39  C13 1.486, C16 1.489, H17 1.090, H18 1.090
13 C -4.41 2.19 -2.53  C12 1.486, C14 1.529, H19 1.090, H20 1.090
14 C -3.92 1.08 -1.60  C13 1.529, O15 1.399, H21 1.090, H22 1.090
15 O -3.03 0.37 -2.42  C14 1.399, C16 1.393
16 C -2.65 1.12 -3.53  C12 1.489, O15 1.393, H23 1.090, H24 1.090
17 H -2.44 3.15 -3.06  C12 1.090
18 H -3.61 3.00 -4.27  C12 1.090
19 H -5.30 1.91 -3.09  C13 1.090
20 H -4.55 3.09 -1.94  C13 1.090
21 H -4.80 0.57 -1.21  C14 1.090
22 H -3.26 1.57 -0.88  C14 1.090
23 H -3.06 0.56 -4.38  C16 1.090
24 H -1.58 1.27 -3.66  C16 1.090
25 C 0.56 2.97 5.33  C26 1.512, C29 1.572, H30 1.090, H31 1.090
26 C -0.87 3.13 5.80  C25 1.512, C27 1.454, H32 1.090, H33 1.090
27 C -1.67 1.96 5.49  C26 1.454, O28 1.423, H34 1.090, H35 1.090
28 O -0.84 1.14 4.67  C27 1.423, C29 1.399
29 C 0.48 1.42 5.04  C25 1.572, O28 1.399, H36 1.090, H37 1.090
30 H 1.33 3.31 6.01  C25 1.090
31 H 0.84 3.52 4.43  C25 1.090
32 H -1.29 3.87 5.12  C26 1.090
33 H -1.14 3.51 6.79  C26 1.090
34 H -2.51 2.30 4.89  C27 1.090
35 H -1.92 1.27 6.29  C27 1.090
36 H 1.15 1.01 4.28  C29 1.090
37 H 0.89 0.86 5.88  C29 1.090
38 C 0.64 -2.43 -4.67  C39 1.485, C42 1.518, H43 1.090, H44 1.090
39 C 0.70 -2.52 -6.15  C38 1.485, C40 1.538, H45 1.090, H46 1.090
40 C 0.82 -1.05 -6.58  C39 1.538, O41 1.445, H47 1.090, H48 1.090
41 O -0.12 -0.43 -5.67  C40 1.445, C42 1.430
42 C 0.15 -1.02 -4.40  C38 1.518, O41 1.430, H49 1.090, H50 1.090
43 H 1.62 -2.62 -4.24  C38 1.090
44 H -0.12 -3.11 -4.29  C38 1.090
45 H -0.25 -2.86 -6.58  C39 1.090
46 H 1.47 -3.23 -6.46  C39 1.090
47 H 0.56 -0.85 -7.62  C40 1.090
48 H 1.83 -0.67 -6.50  C40 1.090
49 H -0.70 -0.92 -3.72  C42 1.090
50 H 0.93 -0.43 -3.91  C42 1.090
51 C 5.04 -1.61 2.60  C52 1.498, C55 1.547, H56 1.090, H57 1.090
52 C 4.03 -1.65 3.70  C51 1.498, C53 1.537, H58 1.090, H59 1.090
53 C 4.05 -3.13 4.08  C52 1.537, O54 1.435, H60 1.090, H61 1.090
54 O 4.18 -3.77 2.80  C53 1.435, C55 1.415
55 C 4.69 -2.90 1.81  C51 1.547, O54 1.415, H62 1.090, H63 1.090
56 H 6.09 -1.70 2.87  C51 1.090
57 H 5.00 -0.71 1.98  C51 1.090
58 H 3.06 -1.34 3.29  C52 1.090
59 H 4.27 -1.02 4.56  C52 1.090
60 H 3.10 -3.35 4.57  C53 1.090
61 H 4.83 -3.31 4.82  C53 1.090
62 H 3.94 -2.70 1.04  C55 1.090
63 H 5.59 -3.35 1.40  C55 1.090
64 C 5.03 3.66 1.36  C65 1.541, C68 1.564, H69 1.090, H70 1.090
65 C 3.56 3.22 1.46  C64 1.541, C66 1.540, H71 1.090, H72 1.090
66 C 3.56 2.00 0.54  C65 1.540, O67 1.434, H73 1.090, H74 1.090
67 O 4.54 2.34 -0.46  C66 1.434, C68 1.408
68 C 5.63 3.07 0.04  C64 1.564, O67 1.408, H75 1.090, H76 1.090
69 H 5.71 3.31 2.14  C64 1.090
70 H 5.04 4.75 1.36  C64 1.090
71 H 2.95 4.06 1.14  C65 1.090
72 H 3.28 3.08 2.51  C65 1.090
73 H 2.62 1.81 0.02  C66 1.090
74 H 3.66 1.08 1.12  C66 1.090
75 H 5.94 3.88 -0.62  C68 1.090
76 H 6.54 2.50 0.26  C68 1.090
77 C -3.31 4.37 2.80  C78 1.517, C81 1.562, H82 1.090, H83 1.090
78 C -4.46 5.36 2.85  C77 1.517, C79 1.516, H84 1.090, H85 1.090
79 C -5.63 4.42 3.01  C78 1.516, O80 1.444, H86 1.090, H87 1.090
80 O -5.33 3.40 2.03  C79 1.444, C81 1.417
81 C -3.93 3.19 1.98  C77 1.562, O80 1.417, H88 1.090, H89 1.090
82 H -3.25 4.04 3.84  C77 1.090
83 H -2.39 4.80 2.41  C77 1.090
84 H -4.56 5.86 1.88  C78 1.090
85 H -4.42 6.09 3.65  C78 1.090
86 H -6.68 4.73 3.02  C79 1.090
87 H -5.66 3.84 3.94  C79 1.090
88 H -3.57 3.39 0.97  C81 1.090
89 H -3.62 2.23 2.40  C81 1.090
90 C -3.70 -3.71 1.54  C91 1.546, C94 1.513, H95 1.090, H96 1.090
91 C -3.59 -2.22 1.95  C90 1.546, C92 1.479, H97 1.090, H98 1.090
92 C -2.62 -2.32 3.06  C91 1.479, O93 1.399, H99 1.090, H100 1.090
93 O -3.04 -3.46 3.75  C92 1.399, C94 1.421
94 C -3.36 -4.47 2.80  C90 1.513, O93 1.421, H101 1.090, H102 1.090
95 H -3.07 -3.89 0.67  C90 1.090
96 H -4.66 -3.95 1.09  C90 1.090
97 H -4.58 -1.82 2.15  C91 1.090
98 H -3.17 -1.67 1.11  C91 1.090
99 H -2.46 -1.43 3.69  C92 1.090
100 H -1.55 -2.34 2.84  C92 1.090
101 H -4.11 -5.13 3.23  C94 1.090
102 H -2.47 -5.08 2.65  C94 1.090
103 C 0.63 -0.51 -0.55  C104 1.530, C107 1.508, H108 1.090, H109 1.090
104 C -0.55 0.41 -0.23  C103 1.530, C105 1.582, H110 1.090, H111 1.090
105 C -0.21 0.80 1.26  C104 1.582, O106 1.446, H112 1.090, H113 1.090
106 O 0.74 -0.19 1.70  C105 1.446, C107 1.454
107 C 0.86 -1.28 0.73  C103 1.508, O106 1.454, H114 1.090, H115 1.090
108 H 1.53 0.05 -0.79  C103 1.090
109 H 0.36 -1.18 -1.36  C103 1.090
110 H -1.44 -0.22 -0.31  C104 1.090
111 H -0.59 1.28 -0.89  C104 1.090
112 H -1.14 0.87 1.82  C105 1.090
113 H 0.32 1.75 1.34  C105 1.090
114 H 0.23 -2.16 0.87  C107 1.090
115 H 1.88 -1.66 0.74  C107 1.090
116 C 3.94 -2.21 -2.04  C117 1.551, C120 1.539, H121 1.090, H122 1.090
117 C 4.14 -0.78 -1.47  C116 1.551, C118 1.478, H123 1.090, H124 1.090
118 C 5.60 -0.61 -1.56  C117 1.478, O119 1.401, H125 1.090, H126 1.090
119 O 6.18 -1.83 -1.92  C118 1.401, C120 1.402
120 C 5.30 -2.91 -1.89  C116 1.539, O119 1.402, H127 1.090, H128 1.090
121 H 3.61 -2.22 -3.08  C116 1.090
122 H 3.15 -2.70 -1.46  C116 1.090
123 H 3.75 -0.78 -0.46  C117 1.090
124 H 3.62 -0.03 -2.07  C117 1.090
125 H 6.01 -0.30 -0.59  C118 1.090
126 H 5.80 0.13 -2.33  C118 1.090
127 H 5.20 -3.40 -0.92  C120 1.090
128 H 5.26 -3.62 -2.72  C120 1.090
129 C 0.91 -5.72 -2.11  C130 1.580, C133 1.475, H134 1.090, H135 1.090
130 C 1.09 -6.35 -0.67  C129 1.580, C131 1.512, H136 1.090, H137 1.090
131 C -0.16 -5.82 -0.02  C130 1.512, O132 1.380, H138 1.090, H139 1.090
132 O -0.29 -4.53 -0.49  C131 1.380, C133 1.447
133 C 0.35 -4.40 -1.78  C129 1.475, O132 1.447, H140 1.090, H141 1.090
134 H 0.28 -6.28 -2.80  C129 1.090
135 H 1.90 -5.77 -2.56  C129 1.090
136 H 1.98 -5.97 -0.17  C130 1.090
137 H 1.18 -7.44 -0.74  C130 1.090
138 H 0.14 -5.91 1.03  C131 1.090
139 H -1.08 -6.40 -0.08  C131 1.090
140 H 1.21 -3.75 -1.65  C133 1.090
141 H -0.38 -4.11 -2.54  C133 1.090
142 C -0.64 6.22 -1.11  C143 1.520, C146 1.592, H147 1.090, H148 1.090
143 C -0.55 6.43 0.39  C142 1.520, C144 1.564, H149 1.090, H150 1.090
144 C 0.36 5.20 0.69  C143 1.564, O145 1.421, H151 1.090, H152 1.090
145 O -0.18 4.17 -0.12  C144 1.421, C146 1.421
146 C -0.85 4.65 -1.28  C142 1.592, O145 1.421, H153 1.090, H154 1.090
147 H 0.35 6.53 -1.45  C142 1.090
148 H -1.44 6.82 -1.55  C142 1.090
149 H -1.46 6.41 1.00  C143 1.090
150 H -0.01 7.37 0.52  C143 1.090
151 H 0.35 4.91 1.74  C144 1.090
152 H 1.38 5.47 0.40  C144 1.090
153 H -1.92 4.46 -1.26  C146 1.090
154 H -0.32 4.31 -2.17  C146 1.090

Properties
**Relative energy (zero: lowest compared OMol25 entry of this formula, charge and spin)**: 4.251 eV
**Maximum force**: 0.070 hartree/bohr
**SMILES string**: O=S1(=O)OCCO1.C1CCOC1.C1CCOC1.C1CCOC1.C1CCOC1.C1CCOC1.C1CCOC1.C1CCOC1.C1CCOC1.C1CCOC1.C1CCOC1.C1CCOC1
**HOMO**: -8.87 eV
**E_tot**: -3334.310274 hartree
**HOMO-LUMO gap**: 9.37 eV